No. 1
Entry from the OMol25 dataset: a molecular structure, C30H31F2NaO at a distorted geometry (wB97M-V/def2-TZVPD).

Calculated values
* 2S+1: 1
* charge: 0
* HOMO: -0.211 hartree
* ΔE to the lowest compared entry with this formula, charge and spin: 2.85 kcal/mol

Each line ends with the natural charge from an NBO analysis.
Geometry (Å):
C: -5.096 -1.155 4.378  -0.608
C: -4.393 -1.750 3.155  -0.081
C: -4.177 -3.240 3.422  -0.605
C: -5.321 -1.605 1.944  -0.607
C: -3.061 -1.024 2.871  -0.048
C: -1.884 -1.687 2.679  -0.177
C: -0.633 -1.024 2.473  -0.068
C: 0.522 -1.811 2.233  -0.106
C: 1.857 -1.526 2.607  -0.018
C: 2.298 -0.321 3.219  -0.268
C: 3.658 -0.048 3.255  0.428
F: 4.052 1.171 3.739  -0.318
C: 4.630 -0.924 2.768  -0.340
C: 4.143 -2.111 2.225  0.419
F: 4.991 -2.877 1.368  -0.396
C: 2.835 -2.511 2.281  -0.263
C: -0.634 0.402 2.405  -0.142
C: -1.777 1.151 2.555  -0.070
C: -1.789 2.694 2.480  -0.085
C: -2.549 3.141 1.225  -0.609
C: -0.371 3.269 2.411  -0.607
C: -2.476 3.295 3.713  -0.608
C: -3.060 0.442 2.705  0.542
O: -4.146 1.070 2.661  -0.598
H: -5.329 -0.103 4.200  0.240
H: -6.029 -1.702 4.555  0.205
H: -4.461 -1.241 5.266  0.203
H: -3.763 -3.749 2.544  0.203
H: -3.511 -3.395 4.278  0.208
H: -5.139 -3.711 3.657  0.217
H: -4.846 -2.030 1.052  0.205
H: -6.265 -2.129 2.133  0.205
H: -5.523 -0.545 1.771  0.240
H: -1.861 -2.781 2.706  0.216
H: 0.355 -2.797 1.787  0.215
H: 1.582 0.374 3.649  0.248
H: 5.687 -0.677 2.814  0.261
H: 2.517 -3.529 2.010  0.198
H: 0.315 0.890 2.174  0.220
H: -3.579 2.778 1.272  0.239
H: -2.556 4.236 1.146  0.206
H: -2.066 2.729 0.332  0.208
H: 0.224 2.963 3.283  0.203
H: 0.144 2.953 1.494  0.211
H: -0.415 4.368 2.405  0.219
H: -1.955 2.986 4.627  0.202
H: -2.464 4.390 3.655  0.208
H: -3.513 2.955 3.766  0.238
C: 3.873 -0.535 -1.872  -0.363
Na: 4.084 -4.593 0.267  0.973
C: 3.046 -0.009 -0.839  -0.232
C: 2.069 -0.981 -0.508  -0.400
C: 2.349 -2.182 -1.235  -0.071
C: 3.503 -1.913 -2.086  -0.121
C: 3.979 -2.920 -2.936  -0.220
C: 3.330 -4.156 -2.970  -0.319
C: 2.186 -4.389 -2.188  -0.348
C: 1.673 -3.410 -1.338  -0.290
H: 4.694 -0.043 -2.399  0.202
H: 3.144 0.983 -0.391  0.201
H: 1.210 -0.861 0.150  0.186
H: 4.846 -2.705 -3.569  0.207
H: 3.702 -4.943 -3.643  0.205
H: 1.661 -5.336 -2.297  0.204
H: 0.717 -3.538 -0.809  0.199

---

No. 2
Entry from the OMol25 dataset: a single C30H31FN2O molecule (wB97M-V/def2-TZVPD).

Calculated values
* SMILES string: Fc1ccc(-n2cc(CCCCN3CCC4(CC3)OCc3ccccc34)c3ccccc32)cc1
* 2S+1: 1
* charge: 0
* HOMO: -0.284 hartree
* ΔE to the lowest compared entry with this formula, charge and spin: 3.58 kcal/mol

Each line ends with the natural charge from an NBO analysis.
Geometry (Å):
F: -6.589 -5.071 -0.028  -0.324
C: -6.035 -3.840 -0.012  0.391
C: -5.380 -3.382 -1.141  -0.268
C: -4.811 -2.123 -1.121  -0.211
C: -4.910 -1.322 0.017  0.148
N: -4.336 -0.052 0.042  -0.364
C: -3.632 0.469 1.108  -0.025
C: -3.146 1.705 0.813  -0.093
C: -2.334 2.616 1.676  -0.422
C: -1.447 1.886 2.687  -0.379
C: -0.420 0.959 2.037  -0.415
C: 0.607 1.711 1.187  -0.213
N: 1.834 0.946 1.042  -0.447
C: 1.677 -0.190 0.152  -0.226
C: 2.919 -1.073 0.200  -0.419
C: 4.160 -0.273 -0.220  0.236
C: 4.243 0.982 0.661  -0.419
C: 2.940 1.769 0.586  -0.218
O: 4.049 0.106 -1.601  -0.539
C: 5.136 -0.388 -2.362  -0.073
C: 5.993 -1.158 -1.409  -0.073
C: 7.168 -1.850 -1.621  -0.193
C: 7.762 -2.481 -0.538  -0.211
C: 7.188 -2.417 0.722  -0.213
C: 6.007 -1.720 0.930  -0.219
C: 5.417 -1.092 -0.148  0.041
C: -3.592 2.003 -0.515  -0.018
C: -3.448 3.115 -1.342  -0.204
C: -4.051 3.100 -2.580  -0.237
C: -4.810 2.006 -3.000  -0.215
C: -4.966 0.891 -2.203  -0.236
C: -4.332 0.884 -0.967  0.125
C: -5.570 -1.811 1.144  -0.211
C: -6.131 -3.073 1.135  -0.268
H: -5.311 -4.011 -2.014  0.233
H: -4.268 -1.764 -1.980  0.231
H: -3.504 -0.121 1.995  0.214
H: -3.011 3.283 2.222  0.218
H: -1.714 3.245 1.034  0.208
H: -2.078 1.301 3.359  0.198
H: -0.924 2.630 3.292  0.203
H: -0.944 0.222 1.428  0.204
H: 0.124 0.429 2.820  0.215
H: 0.175 1.973 0.206  0.168
H: 0.866 2.642 1.701  0.190
H: 0.812 -0.772 0.473  0.204
H: 1.512 0.139 -0.890  0.176
H: 3.066 -1.439 1.216  0.209
H: 2.792 -1.925 -0.470  0.216
H: 4.425 0.675 1.691  0.209
H: 5.073 1.608 0.326  0.215
H: 3.011 2.648 1.233  0.199
H: 2.790 2.110 -0.453  0.175
H: 5.679 0.456 -2.813  0.183
H: 4.752 -1.020 -3.175  0.184
H: 7.614 -1.898 -2.604  0.212
H: 8.682 -3.028 -0.678  0.213
H: 7.666 -2.916 1.552  0.213
H: 5.562 -1.672 1.913  0.213
H: -2.885 3.974 -1.012  0.210
H: -3.952 3.952 -3.236  0.211
H: -5.291 2.037 -3.966  0.212
H: -5.579 0.063 -2.527  0.218
H: -5.652 -1.193 2.025  0.225
H: -6.646 -3.462 1.999  0.233

---

No. 3
Entry from the OMol25 dataset: a molecular structure, C30H31N3O6S5SeSnTe at a distorted geometry (wB97M-V/def2-TZVPD).

Calculated values
* 2S+1: 1
* charge: -2
* HOMO: -0.075 hartree
* ΔE to the lowest compared entry with this formula, charge and spin: 22.55 kcal/mol

Each line ends with the Löwdin charge.
Geometry (Å):
Sn: 0.161 -0.589 0.504  1.204
O: -8.614 0.726 -1.420  -0.116
C: -7.422 0.515 -1.370  -1.068
S: -6.531 -0.401 -2.587  0.917
C: -4.942 -0.273 -1.844  -1.155
C: -4.846 0.402 -0.678  -1.229
S: -3.400 0.710 0.181  0.328
S: -6.370 1.076 -0.077  0.929
S: -3.591 -0.989 -2.686  0.415
C: 7.871 -0.063 1.748  -0.064
C: 6.404 -0.252 2.034  -0.288
C: 5.863 -1.523 2.194  -0.052
C: 4.514 -1.690 2.457  -0.068
C: 3.678 -0.588 2.549  -0.243
C: 4.205 0.686 2.406  -0.036
C: 5.558 0.847 2.148  -0.040
S: 2.001 -0.942 3.092  0.515
O: 2.177 -0.929 4.533  -0.324
O: 1.652 -2.230 2.500  -0.385
N: 0.896 0.059 2.601  -0.356
C: 1.044 1.487 2.800  -0.209
C: 1.345 2.199 1.464  -0.673
O: 1.927 3.285 1.491  -0.006
O: 0.920 1.604 0.408  -0.208
H: 8.406 -1.010 1.823  0.066
H: 8.312 0.637 2.460  0.073
H: 8.028 0.334 0.743  0.076
H: 6.506 -2.392 2.097  0.103
H: 4.080 -2.671 2.601  0.103
H: 3.578 1.564 2.476  0.092
H: 5.958 1.848 2.033  0.114
H: 1.807 1.722 3.544  0.105
H: 0.092 1.895 3.153  0.120
C: -0.611 -6.600 -0.791  -0.054
N: 0.492 -5.705 -0.567  -0.085
C: 0.454 -4.336 -0.694  -0.732
Se: -0.936 -3.343 -1.306  0.621
N: 1.668 -3.861 -0.357  0.118
C: 2.501 -4.897 -0.014  -0.163
C: 3.830 -4.951 0.376  -0.004
C: 4.380 -6.201 0.630  -0.110
C: 3.638 -7.370 0.485  -0.119
C: 2.305 -7.327 0.093  -0.029
C: 1.754 -6.080 -0.149  -0.163
H: -1.472 -5.995 -1.072  0.029
H: -0.832 -7.161 0.119  0.092
H: -0.380 -7.296 -1.601  0.091
H: 1.869 -2.821 -0.431  0.054
H: 4.417 -4.050 0.491  0.102
H: 5.414 -6.271 0.945  0.092
H: 4.103 -8.326 0.692  0.089
H: 1.722 -8.232 -0.022  0.100
C: 2.622 -2.155 -2.660  -0.041
C: 2.604 -0.954 -1.703  -0.694
C: 1.892 0.223 -2.375  -0.056
C: 4.048 -0.536 -1.402  -0.033
O: 1.958 -1.315 -0.501  -0.427
H: 3.069 -1.872 -3.618  0.085
H: 1.602 -2.504 -2.837  0.054
H: 3.207 -2.974 -2.233  0.070
H: 2.485 0.628 -3.198  0.087
H: 1.731 1.007 -1.630  0.064
H: 0.924 -0.095 -2.762  0.017
H: 4.519 -0.083 -2.280  0.077
H: 4.637 -1.397 -1.083  0.072
H: 4.039 0.193 -0.593  0.079
Te: -1.821 0.622 -2.184  0.918
C: -1.223 0.223 -4.263  -0.572
C: -1.235 1.260 -5.191  -0.159
C: -0.807 1.057 -6.497  -0.117
C: -0.344 -0.190 -6.889  -0.122
C: -0.334 -1.236 -5.976  -0.100
C: -0.780 -1.031 -4.678  -0.169
H: -1.586 2.240 -4.885  0.080
H: -0.836 1.874 -7.210  0.089
H: 0.005 -0.347 -7.904  0.086
H: 0.027 -2.215 -6.272  0.095
H: -0.785 -1.856 -3.972  0.050